This record from OMol25 describes a 2-piece molecular cluster, C8H14N2O5 overall at a distorted geometry. The level of theory is ωB97M-V/def2-TZVPD.

Geometry as XYZ:
```
29
Properties=species:S:1:pos:R:3:forces:R:3
C 3.100 0.133 -0.159 -1.15 -0.54 -0.33
C 1.856 -0.775 -0.546 0.65 0.08 -0.82
C 3.269 -0.201 1.354 3.17 0.18 -0.98
C -0.570 -0.158 -0.650 2.60 -0.50 -1.57
C -1.231 1.178 -0.875 -4.32 -1.09 -2.45
C -1.300 -1.186 0.118 -1.67 1.05 1.07
C -2.747 -1.220 -0.384 2.05 0.94 -1.71
C -3.680 -0.152 0.323 0.63 3.49 1.18
H 3.457 2.156 0.485 -1.99 -1.80 -2.51
H 3.351 1.768 -1.203 -1.09 0.74 1.35
H 3.962 -0.049 -0.879 -0.78 -0.75 1.56
H 2.746 0.421 2.125 -0.02 -0.51 -1.25
H 4.367 0.198 1.291 -1.31 -1.47 1.74
H 3.123 -1.324 1.512 0.68 1.68 0.10
H 1.053 1.109 -0.194 0.09 -3.10 0.42
H -0.456 -0.612 -1.671 -0.31 0.48 0.55
H -1.287 -1.108 1.178 -0.08 1.27 1.31
H -0.686 -2.038 0.101 0.23 -1.87 -1.17
H -3.146 -2.156 -0.114 -0.87 -1.13 -0.19
H -2.446 -1.150 -1.587 -2.37 0.12 2.90
H -5.581 0.047 0.714 1.60 -1.00 -1.36
H -1.157 1.612 1.158 0.35 2.19 -5.27
N 2.828 1.606 -0.297 3.18 0.86 0.48
N 0.807 0.013 -0.152 -1.01 2.32 -0.99
O 1.904 -1.952 -0.993 -0.50 3.43 1.39
O -2.111 1.305 -1.757 2.80 -0.41 1.29
O -3.394 0.922 1.004 -0.78 -5.40 -2.84
O -4.964 -0.531 0.134 -0.42 1.31 1.56
O -1.068 2.144 -0.038 0.67 -0.57 6.54
```
Forces are in eV/Å.

2S+1: 1
total energy: -798.8141 Ha
lowest unoccupied orbital energy: -0.009 eV
gap between HOMO and LUMO: 9.5 eV
HOMO: -0.3499 hartree
M: 218.21 g/mol
relative energy (zero: lowest compared OMol25 entry of this formula, charge and spin): 555.98 kJ/mol
strongest force on any atom: 6.59 eV/Å
net charge: 0

=====

This record from OMol25 describes a 5-piece molecular cluster, C12H12F5O12 overall at a distorted geometry. The level of theory is ωB97M-V/def2-TZVPD.

Geometry as XYZ:
```
41
Properties=species:S:1:pos:R:3:forces:R:3
F 0.066 0.102 0.048 0.03 -0.04 0.04
C 1.599 2.340 -1.636 -2.30 -1.47 -0.89
C 1.246 3.061 -0.397 -0.51 -4.01 0.86
O 0.822 4.291 -0.778 -0.72 3.32 2.19
C 0.395 4.336 -2.031 2.48 0.14 -2.39
O 0.012 5.300 -2.680 0.22 -2.79 2.02
O 0.852 3.132 -2.532 -1.87 0.86 -2.97
F 2.275 3.063 0.528 -1.02 0.61 -0.43
H 1.208 1.267 -1.673 0.21 1.47 0.51
H 2.561 2.289 -1.969 3.03 0.43 -0.63
H 0.395 2.361 -0.173 0.36 1.12 1.88
C 2.875 -0.692 0.960 -1.90 -1.53 -0.05
C 2.128 -0.410 2.263 1.05 -1.25 -1.87
O 3.152 -0.030 3.146 0.31 -0.47 -0.80
C 4.357 -0.247 2.521 3.13 -0.82 1.63
O 5.434 -0.101 3.108 -3.22 -0.22 -2.17
O 4.192 -0.763 1.246 3.15 0.52 3.18
F 1.390 -1.502 2.691 0.74 0.90 0.24
H 2.776 0.011 0.221 -0.89 2.57 -1.29
H 2.524 -1.537 0.418 -0.29 -1.38 0.18
H 1.563 0.382 1.922 -2.39 1.69 0.75
C -2.736 0.478 1.658 0.66 -0.26 3.60
C -3.323 -0.177 0.419 -8.65 2.45 9.24
O -4.004 0.825 -0.123 -2.74 2.75 -2.60
C -3.724 2.094 0.413 -1.00 0.03 -3.14
O -4.072 3.143 -0.092 0.40 -2.20 1.39
O -2.946 1.861 1.397 2.07 1.45 2.23
F -4.186 -1.212 0.728 0.73 0.10 -0.38
H -1.629 0.237 1.888 -1.69 0.66 -1.02
H -3.296 0.362 2.650 0.46 -0.66 -1.48
H -2.600 -0.344 -0.057 10.10 -4.29 -7.97
C -0.934 -3.439 -0.361 -1.73 3.16 -4.06
C -0.242 -2.782 -1.590 -1.33 -3.94 -0.54
O -0.980 -3.218 -2.728 -0.92 -0.24 0.96
C -1.968 -4.007 -2.299 -2.83 -2.78 -2.63
O -2.717 -4.657 -3.038 1.96 1.96 1.63
O -2.098 -4.103 -0.969 1.80 1.13 1.46
F 0.983 -3.235 -1.812 2.63 -1.86 0.39
H -1.015 -2.670 0.355 -1.81 1.18 0.77
H -0.262 -3.997 0.095 2.80 -3.90 1.55
H -0.066 -1.831 -1.736 -0.50 5.58 0.58
```
Forces are in eV/Å.

2S+1: 1
total energy: -1866.6630 Ha
lowest unoccupied orbital energy: 2.612 eV
gap between HOMO and LUMO: 9.8 eV
HOMO: -0.2653 hartree
M: 443.21 g/mol
relative energy (zero: lowest compared OMol25 entry of this formula, charge and spin): 237.57 kJ/mol
strongest force on any atom: 13.57 eV/Å
net charge: -1

=====

This record from OMol25 describes C18H26BrFGaN4 as an isolated structure. The level of theory is ωB97M-V/def2-TZVPD.

Geometry as XYZ:
```
51
Properties=species:S:1:pos:R:3:forces:R:3
C -1.647 1.305 0.903 -0.01 -0.06 -0.04
C -2.706 2.287 1.376 -0.20 -0.31 0.05
F -2.200 3.604 1.127 -0.05 0.07 -0.06
Ga -4.516 2.052 0.449 0.30 0.35 -0.57
Br -6.093 1.005 1.967 -0.01 -0.02 0.10
H -1.894 0.858 -0.061 0.05 0.03 -0.10
H -0.689 1.816 0.801 0.10 0.00 0.08
H -1.528 0.491 1.618 0.00 -0.08 0.04
H -2.801 2.219 2.460 0.04 0.11 0.12
H -5.055 3.466 -0.065 -0.17 -0.06 0.22
H -4.345 1.061 -0.817 0.01 -0.16 0.10
N -1.524 -0.498 -3.021 -0.08 -0.01 0.00
C -0.959 0.373 -3.906 -0.04 -0.01 -0.01
C 0.369 0.061 -4.016 0.04 -0.05 -0.01
C 0.612 -1.045 -3.156 0.01 -0.01 -0.04
C -0.577 -1.362 -2.553 -0.04 -0.02 -0.03
H -2.488 -0.482 -2.732 0.02 0.09 0.12
H -1.547 1.142 -4.376 0.00 0.03 0.02
H 1.086 0.571 -4.638 0.01 0.01 0.00
H 1.552 -1.544 -2.990 0.02 0.03 0.04
H -0.828 -2.123 -1.834 0.01 0.01 0.03
N 4.091 -3.066 -2.281 0.00 0.01 -0.03
C 3.529 -3.475 -1.106 -0.03 -0.04 -0.02
C 4.538 -3.621 -0.192 0.10 0.03 0.00
C 5.755 -3.279 -0.842 -0.02 -0.03 0.02
C 5.444 -2.940 -2.131 -0.02 0.00 -0.03
H 3.583 -2.880 -3.127 -0.01 0.02 0.00
H 2.466 -3.623 -1.020 -0.01 0.02 0.01
H 4.420 -3.930 0.832 0.00 0.03 0.02
H 6.743 -3.280 -0.413 0.01 0.00 0.01
H 6.067 -2.621 -2.949 0.01 0.01 0.00
N -3.565 8.469 -0.180 -0.01 0.00 0.01
C -2.241 8.113 -0.184 -0.03 0.00 0.00
C -2.152 6.831 0.290 0.04 0.00 0.01
C -3.469 6.392 0.594 -0.03 0.07 0.02
C -4.316 7.422 0.294 0.02 0.06 -0.01
H -3.927 9.354 -0.478 -0.01 0.00 -0.01
H -1.483 8.797 -0.527 0.01 0.01 0.00
H -1.248 6.257 0.404 -0.01 -0.03 0.00
H -3.751 5.425 0.974 0.02 -0.04 -0.06
H -5.387 7.497 0.370 -0.01 -0.01 -0.01
N 3.322 -5.317 3.346 0.04 0.01 -0.01
C 2.334 -5.347 2.400 -0.01 -0.03 0.03
C 1.218 -5.889 2.979 -0.01 -0.02 0.04
C 1.548 -6.197 4.328 -0.03 -0.01 -0.02
C 2.852 -5.831 4.523 0.02 0.01 -0.02
H 4.251 -4.969 3.198 0.00 0.01 0.00
H 2.506 -4.984 1.403 -0.01 -0.01 -0.02
H 0.270 -6.043 2.493 -0.01 0.01 0.00
H 0.899 -6.631 5.070 -0.01 0.00 0.00
H 3.480 -5.890 5.395 0.00 0.00 0.01
```
Forces are in eV/Å.

2S+1: 1
total energy: -5519.2027 Ha
lowest unoccupied orbital energy: 2.245 eV
gap between HOMO and LUMO: 7.3 eV
HOMO: -0.1855 hartree
M: 467.06 g/mol
strongest force on any atom: 0.74 eV/Å
net charge: -1

=====

This record from OMol25 describes a single C7H10O molecule at a distorted geometry. The level of theory is ωB97M-V/def2-TZVPD.

Geometry as XYZ:
```
18
Properties=species:S:1:pos:R:3:forces:R:3
C -0.453 0.942 0.209 0.36 0.11 0.44
C 0.595 1.961 0.446 0.22 -0.14 0.03
C -1.375 -1.356 0.680 0.12 -0.15 -0.39
C -0.190 -0.475 0.300 0.09 -0.04 -1.45
C 1.142 -0.996 0.689 0.08 0.04 -0.93
O -1.558 1.288 -0.494 -0.43 0.09 -0.33
C 0.550 -0.878 -1.092 -0.87 -0.03 3.07
C 0.750 -0.990 -2.284 0.20 -0.05 -0.57
H -1.462 2.168 -0.882 0.05 -0.19 0.15
H 0.214 2.973 0.298 -0.04 -0.02 0.18
H 1.458 1.847 -0.222 0.02 -0.04 -0.12
H 0.981 1.849 1.466 -0.01 0.19 -0.07
H -1.460 -1.406 1.767 0.04 0.11 0.01
H -1.249 -2.372 0.305 0.11 0.00 0.02
H -2.303 -0.971 0.265 0.02 0.09 0.00
H 2.019 -0.365 0.691 -0.09 -0.03 0.21
H 1.183 -1.999 1.092 0.12 0.08 -0.08
H 1.157 -1.222 -3.234 0.03 -0.02 -0.17
```
Forces are in eV/Å.

2S+1: 1
total energy: -347.7412 Ha
lowest unoccupied orbital energy (alpha / beta): 0.634 / 0.426 eV
gap between HOMO and LUMO (alpha / beta): 7.1 / 7.1 eV
HOMO (alpha / beta): -0.2386 / -0.2435 hartree
M: 110.16 g/mol
relative energy (zero: lowest compared OMol25 entry of this formula, charge and spin): 582.76 kJ/mol
strongest force on any atom: 3.19 eV/Å
net charge: 0